Molecular formula: C26H25F3N2O3
Method: DFT, wB97M-V/def2-TZVPD

## Properties
energy relative to the best compared isomer or geometry (same formula, charge and spin) = 0.0 kJ/mol
Kohn-Sham gap = 8.69 eV
HOMO level = -8.2 eV
structure (SMILES) = CC(NCCc1c(C)[nH]c2ccc(OC(F)(F)F)cc12)=C1C(=O)CC(c2ccccc2)CC1=O

Structure (XYZ):
```
59
Properties=species:S:1:pos:R:3:forces:R:3:mulliken_charge:R:1
C 0.436 -2.306 -1.918 -0.014 -0.285 -0.021 -1.740
C 1.253 -1.419 -1.043 0.127 -0.043 -0.153 0.116
N 2.216 -1.935 -0.297 0.106 0.459 0.112 -0.059
C 2.516 -3.302 0.022 0.000 -0.487 0.231 -1.078
C 1.754 -3.745 1.289 -0.049 -0.053 -0.400 -1.057
C 0.282 -3.753 1.048 0.036 -0.317 0.020 0.520
C -0.477 -4.785 0.561 0.268 0.058 0.150 0.344
C -0.100 -6.180 0.210 -0.051 0.111 -0.028 -1.643
N -1.772 -4.361 0.396 -0.140 -0.347 -0.189 0.080
C -1.874 -3.051 0.760 0.262 0.598 0.236 -1.276
C -2.958 -2.188 0.734 0.068 0.020 0.037 -1.522
C -2.761 -0.884 1.140 -0.094 0.048 -0.049 -0.749
C -1.502 -0.474 1.578 0.171 0.001 0.106 0.355
O -1.242 0.856 1.997 0.622 -0.956 -0.440 -0.315
C -2.228 1.623 2.392 -1.262 1.139 0.708 0.956
F -3.063 1.057 3.281 0.113 -0.348 0.064 -0.251
F -3.020 2.081 1.401 0.098 -0.170 -0.407 -0.279
F -1.725 2.708 2.982 0.403 0.085 0.045 -0.281
C -0.411 -1.315 1.616 -0.327 0.246 0.039 0.112
C -0.590 -2.628 1.187 -0.622 -0.112 -0.094 1.711
C 1.060 -0.016 -1.040 0.117 -0.098 0.121 0.036
C 1.949 0.828 -0.278 -0.066 0.162 -0.144 1.212
O 2.847 0.396 0.458 0.190 0.013 0.191 -0.871
C 1.815 2.326 -0.405 -0.056 0.039 0.288 -0.954
C 0.359 2.760 -0.530 0.179 0.022 -0.247 1.879
C 0.236 4.261 -0.608 -0.071 -0.053 0.113 -0.096
C -0.447 4.960 0.379 0.017 -0.049 -0.012 -0.077
C -0.561 6.339 0.322 -0.028 0.103 0.028 -0.794
C 0.008 7.040 -0.726 -0.029 0.105 0.028 -0.414
C 0.694 6.354 -1.713 0.047 0.051 -0.078 -0.993
C 0.807 4.977 -1.653 0.004 -0.031 -0.008 -0.181
C -0.218 2.073 -1.761 -0.230 -0.015 0.121 -0.925
C -0.076 0.561 -1.747 -0.077 0.223 -0.052 0.642
O -0.922 -0.099 -2.332 -0.129 0.070 -0.093 -0.731
H -0.606 -2.265 -1.607 -0.008 -0.026 -0.036 0.144
H 0.462 -1.935 -2.940 -0.043 0.011 0.024 0.604
H 0.781 -3.334 -1.893 0.055 -0.051 0.037 0.302
H 2.718 -1.212 0.251 -0.109 -0.054 -0.180 0.452
H 3.592 -3.366 0.207 -0.058 -0.011 -0.102 0.482
H 2.272 -3.973 -0.804 0.088 0.073 0.067 0.341
H 1.989 -3.052 2.098 0.093 -0.053 0.090 0.408
H 2.102 -4.739 1.575 0.072 0.005 0.086 0.460
H -0.158 -6.333 -0.869 0.036 -0.068 -0.062 0.332
H 0.913 -6.395 0.533 0.058 -0.057 0.012 0.344
H -0.776 -6.890 0.686 0.012 -0.101 0.030 0.435
H -2.525 -4.934 0.054 0.068 0.056 0.030 0.200
H -3.928 -2.514 0.395 -0.131 -0.005 -0.044 0.405
H -3.589 -0.196 1.108 -0.025 0.063 0.002 0.523
H 0.539 -0.941 1.958 0.196 0.081 0.044 0.402
H 2.295 2.785 0.462 0.022 -0.087 -0.063 0.401
H 2.373 2.633 -1.294 0.009 0.033 -0.027 0.262
H -0.181 2.410 0.356 0.027 0.047 -0.060 -0.634
H -0.892 4.424 1.204 -0.053 -0.101 0.080 0.423
H -1.097 6.864 1.099 -0.046 0.047 0.064 0.416
H -0.079 8.116 -0.773 -0.009 0.081 -0.002 0.381
H 1.145 6.894 -2.534 0.032 0.037 -0.059 0.375
H 1.349 4.461 -2.433 0.053 -0.070 -0.082 0.279
H -1.279 2.305 -1.881 0.061 -0.081 -0.053 0.312
H 0.295 2.428 -2.660 0.018 0.041 -0.020 0.271
```
Forces are in eV/Å.

Molecular formula: C26H25F5N5NiO3P2S2Te
Method: DFT, wB97M-V/def2-TZVPD

## Properties
energy relative to the best compared isomer or geometry (same formula, charge and spin) = 202.2 kJ/mol
Kohn-Sham gap (alpha / beta) = 6.94 / 7.04 eV
spin multiplicity = 3
charge = -1
HOMO level (alpha / beta) = -4.7 / -5.7 eV

Structure (XYZ):
```
70
Properties=species:S:1:pos:R:3:forces:R:3:mulliken_spin:R:1
Ni -0.815 0.143 -0.284 0.903 -0.881 -0.443 0.200
S -1.139 1.796 -1.880 -0.087 0.027 0.264 0.038
P -1.054 2.676 -0.073 0.081 -0.002 0.112 -0.021
C -0.075 1.487 0.713 -0.225 0.703 -0.142 0.643
P 1.153 1.401 1.968 -0.189 -0.169 0.128 0.017
S 2.669 0.201 1.698 0.057 0.054 -0.086 0.025
C 0.190 1.058 3.467 0.091 -0.004 0.064 0.021
C -0.886 1.871 3.814 0.041 0.026 -0.009 0.023
C -1.621 1.604 4.956 -0.016 -0.008 -0.004 -0.006
C -1.290 0.509 5.747 0.013 -0.001 -0.005 0.010
C -0.237 -0.317 5.388 -0.002 0.002 0.008 -0.004
C 0.507 -0.044 4.248 -0.016 -0.019 -0.037 0.024
C 1.795 3.097 2.171 0.048 -0.042 0.014 -0.014
C 2.369 3.707 1.056 0.013 -0.023 0.010 0.009
C 2.985 4.940 1.169 0.038 -0.010 -0.006 0.008
C 3.041 5.576 2.404 -0.004 0.003 -0.009 -0.001
C 2.484 4.971 3.519 -0.010 0.021 -0.010 0.001
C 1.867 3.730 3.405 -0.097 0.031 -0.003 -0.002
C -2.663 2.747 0.772 0.002 0.000 -0.009 0.012
C -3.417 3.919 0.816 -0.025 -0.018 -0.070 0.003
C -4.646 3.933 1.460 -0.002 0.009 -0.014 0.000
C -5.134 2.776 2.051 0.016 0.007 0.015 0.004
C -4.396 1.603 1.994 -0.024 0.006 -0.002 0.000
C -3.163 1.584 1.361 0.030 -0.010 0.039 -0.021
C -0.495 4.404 -0.149 -0.006 -0.004 -0.031 0.021
C -0.010 4.914 -1.347 -0.022 -0.015 0.010 -0.008
C 0.478 6.213 -1.406 0.032 0.007 0.009 0.000
C 0.493 7.000 -0.265 -0.006 -0.002 0.003 -0.001
C 0.011 6.494 0.936 -0.041 0.019 0.000 0.003
C -0.483 5.203 0.994 -0.032 -0.009 0.034 -0.005
H -1.163 2.708 3.182 0.016 0.027 0.033 -0.020
H -2.459 2.236 5.220 -0.005 0.003 -0.005 0.000
H -1.869 0.293 6.637 -0.012 -0.013 -0.009 0.001
H -0.003 -1.190 5.983 -0.009 -0.013 -0.022 0.000
H 1.312 -0.696 3.934 -0.021 -0.021 0.012 0.001
H 2.332 3.200 0.097 0.030 0.002 0.002 -0.016
H 3.422 5.407 0.296 -0.009 0.005 -0.003 0.000
H 3.519 6.544 2.494 0.013 -0.004 0.003 0.000
H 2.533 5.459 4.485 0.002 -0.003 0.002 0.000
H 1.439 3.256 4.280 0.014 -0.006 0.000 -0.001
H -3.053 4.821 0.343 0.007 0.010 0.014 0.001
H -5.222 4.849 1.494 -0.002 -0.001 0.003 0.000
H -6.090 2.792 2.561 -0.015 -0.011 -0.021 0.000
H -4.771 0.691 2.439 0.014 -0.001 0.019 0.001
H -2.590 0.662 1.350 0.000 0.002 0.003 0.011
H -0.018 4.285 -2.229 0.012 0.002 -0.005 -0.001
H 0.852 6.606 -2.343 0.000 0.001 -0.001 0.000
H 0.887 8.008 -0.307 -0.013 0.007 -0.007 0.000
H 0.026 7.104 1.830 0.015 -0.008 0.003 0.000
H -0.856 4.815 1.934 0.009 -0.013 0.000 -0.003
N 1.502 -1.071 -0.991 -0.044 -0.179 0.127 -0.002
N 1.212 -1.813 -2.140 0.125 0.023 0.004 0.000
C -0.070 -2.113 -2.385 -0.340 0.467 -0.111 -0.006
N -0.337 -2.970 -3.388 0.173 -0.307 0.140 0.003
N -0.998 -1.370 -1.755 -0.196 -0.121 0.230 -0.013
N -2.294 -1.812 -1.732 -0.074 -0.155 0.340 -0.015
O -3.023 -1.149 -1.018 -0.041 0.191 -0.235 -0.001
O -2.666 -2.829 -2.306 -0.131 0.125 -0.310 0.004
H 2.381 -0.585 -1.097 -0.036 0.074 -0.013 0.000
H 1.524 -1.670 -0.162 0.020 0.051 -0.002 0.003
H 1.877 -2.519 -2.428 -0.058 -0.052 0.057 0.001
H 0.391 -3.646 -3.569 0.009 0.028 0.044 0.000
H -1.262 -3.377 -3.292 -0.028 0.063 -0.041 0.003
F -0.177 -3.811 -0.619 -0.287 0.422 -0.189 0.110
Te -1.004 -2.887 1.201 0.902 -0.358 0.938 0.304
F -1.267 -4.763 1.538 0.021 -0.042 0.077 0.069
F -0.951 -2.795 3.100 -0.126 0.170 -0.047 0.002
F -2.939 -2.738 1.570 -0.088 0.099 -0.267 0.081
F 0.895 -3.114 1.544 -0.030 0.011 -0.152 0.020
O -0.658 -0.955 1.213 -0.374 -0.174 -0.442 0.486
```
Forces are in eV/Å.

Molecular formula: C26H25F6Si
Method: DFT, wB97M-V/def2-TZVPD

## Properties
Kohn-Sham gap = 6.30 eV
charge = +1
HOMO level = -12.3 eV

Structure (XYZ):
```
58
Properties=species:S:1:pos:R:3:forces:R:3:mulliken_charge:R:1
F -4.978 2.787 -1.142 0.089 -0.912 -0.576 -0.268
C -4.842 1.611 -1.832 -1.084 0.406 -0.265 0.806
F -5.745 0.735 -1.282 0.619 0.663 -0.499 -0.243
F -5.239 1.849 -3.116 0.328 -0.244 1.198 -0.263
C -3.449 1.067 -1.732 0.013 0.171 -0.153 0.403
C -3.218 -0.288 -1.963 0.210 0.068 0.010 -1.093
C -1.946 -0.803 -1.735 -0.076 -0.070 0.139 -0.503
C -0.932 0.019 -1.233 0.437 -0.364 0.430 0.480
C 0.378 -0.609 -0.703 -0.490 -0.905 -2.490 0.564
C 1.620 -0.060 -1.440 -0.025 -0.423 -0.488 -0.632
C 1.663 1.207 -2.030 0.099 0.495 0.243 -0.250
C 2.877 1.794 -2.381 -0.215 -0.619 -0.178 -1.294
C 4.037 1.036 -2.273 0.252 0.174 0.251 0.449
C 5.365 1.713 -2.460 1.014 0.471 -0.280 0.795
F 6.375 1.013 -1.864 -0.771 0.553 -0.542 -0.266
F 5.700 1.866 -3.782 -0.310 -0.137 1.234 -0.241
F 5.361 2.963 -1.903 0.025 -1.006 -0.518 -0.258
C 3.972 -0.330 -2.004 -0.408 0.015 -0.319 -1.002
C 2.732 -0.887 -1.691 0.015 0.016 0.478 -0.970
C -1.167 1.380 -1.079 -0.180 0.326 0.057 -0.216
C -2.416 1.923 -1.375 0.332 -0.321 0.170 -1.416
H -4.030 -0.933 -2.295 0.171 0.127 0.104 0.465
H -1.762 -1.874 -1.877 -0.041 0.385 0.010 0.410
H 0.319 -1.675 -0.954 0.021 0.027 -0.163 0.839
H 0.749 1.747 -2.270 0.400 -0.033 0.426 0.755
H 2.892 2.810 -2.760 0.110 -0.140 0.074 0.452
H 4.861 -0.957 -2.064 -0.237 0.202 -0.045 0.486
H 2.616 -1.976 -1.673 0.183 0.566 0.317 0.960
H -0.380 2.035 -0.693 -0.420 -0.253 -0.062 0.656
H -2.572 2.992 -1.271 -0.134 -0.161 0.069 0.473
C 3.054 -0.283 2.380 -0.031 0.083 -0.166 -1.160
Si 1.728 -1.531 1.942 1.346 0.268 -0.109 0.295
C 2.395 -2.962 0.976 -0.108 -0.196 -0.187 -0.712
C 1.210 -2.235 3.612 -0.702 0.246 -0.060 -1.085
C 0.400 -0.543 0.812 0.749 0.138 3.131 0.508
C -0.800 -1.097 1.465 -1.059 0.981 -1.177 -1.426
C -2.005 -0.383 1.686 -0.104 0.414 0.834 0.448
C -3.274 -1.021 1.567 -0.046 -0.499 0.265 -0.457
C -4.452 -0.291 1.553 -0.100 -0.202 -0.057 -0.594
C -4.427 1.098 1.732 0.278 -0.178 -0.018 -0.319
C -3.207 1.741 1.949 0.450 0.174 0.229 -0.889
C -2.023 1.018 1.933 0.067 0.385 -0.387 0.061
H 3.974 -0.856 2.570 -0.177 0.265 -0.007 0.366
H 3.248 0.432 1.568 0.071 -0.133 0.255 0.331
H 2.792 0.260 3.303 0.130 -0.096 -0.369 0.346
H 3.361 -3.228 1.429 -0.253 -0.123 -0.104 0.389
H 1.713 -3.819 1.035 0.239 0.005 -0.019 0.311
H 2.563 -2.717 -0.072 0.042 -0.216 0.358 0.065
H 2.036 -2.879 3.953 -0.194 0.183 -0.230 0.354
H 1.072 -1.454 4.372 -0.039 -0.210 -0.198 0.335
H 0.302 -2.849 3.571 0.203 -0.007 0.191 0.324
H 0.659 0.489 1.114 -0.876 -0.007 -0.133 0.557
H -0.838 -2.174 1.651 -0.246 0.009 -0.610 0.724
H -3.303 -2.104 1.438 -0.040 0.255 -0.015 0.417
H -5.416 -0.787 1.404 0.476 0.098 0.033 0.439
H -5.350 1.681 1.702 0.255 -0.245 0.028 0.421
H -3.182 2.823 2.121 0.012 -0.494 -0.039 0.421
H -1.070 1.515 2.110 -0.268 0.027 -0.072 0.450
```
Forces are in eV/Å.

Molecular formula: C26H25IN7O7SV
Method: DFT, wB97M-V/def2-TZVPD

## Properties
energy relative to the best compared isomer or geometry (same formula, charge and spin) = 15.8 kJ/mol
Kohn-Sham gap (alpha / beta) = 7.19 / 7.96 eV
spin multiplicity = 2
charge = +1
HOMO level (alpha / beta) = -11.7 / -11.7 eV

Structure (XYZ):
```
68
Properties=species:S:1:pos:R:3:forces:R:3:mulliken_spin:R:1
V 0.922 -0.009 -0.055 0.377 0.279 0.238 1.161
C -2.136 -0.162 -2.455 0.028 0.042 -0.028 -0.003
C -2.742 -0.603 -1.164 -0.164 -0.167 0.151 -0.018
N -4.044 -0.872 -1.171 0.110 0.022 -0.056 0.006
C -4.617 -1.336 -0.069 -0.065 -0.021 0.110 -0.014
C -3.955 -1.580 1.126 0.053 0.029 -0.053 0.004
C -4.717 -2.140 2.302 0.001 0.004 0.023 0.001
O -4.227 -3.407 2.721 -0.028 -0.016 0.009 0.000
C -2.585 -1.294 1.181 -0.275 0.056 -0.246 -0.001
C -1.832 -1.592 2.406 0.119 0.016 0.012 0.006
N -0.636 -1.201 2.589 -0.094 0.022 0.011 -0.015
C 0.042 -1.591 3.755 0.118 0.010 -0.066 0.005
C -0.492 -1.499 5.037 0.016 0.001 0.001 0.000
C 0.277 -1.851 6.136 -0.003 -0.003 0.020 0.000
C 1.581 -2.292 5.971 0.011 -0.002 0.015 0.000
C 2.135 -2.378 4.701 0.004 -0.005 -0.055 0.000
C 1.364 -2.014 3.610 -0.090 0.004 0.165 -0.006
I 2.146 -2.180 1.676 -0.008 -0.065 -0.036 -0.014
C -2.010 -0.788 0.015 0.312 0.049 -0.003 -0.010
O -0.690 -0.449 0.017 -0.330 -0.143 0.035 -0.072
H -2.826 0.516 -2.954 0.005 0.014 -0.012 0.000
H -1.991 -1.037 -3.092 -0.021 0.014 0.015 0.000
H -1.169 0.316 -2.331 0.030 0.014 0.000 0.004
H -5.683 -1.534 -0.137 0.012 0.004 -0.004 0.000
H -5.779 -2.186 2.051 0.008 -0.011 -0.001 0.000
H -4.626 -1.487 3.171 0.009 0.002 -0.006 0.000
H -4.414 -4.058 2.037 -0.004 -0.006 -0.005 0.000
H -2.345 -2.229 3.128 0.050 -0.004 0.016 0.001
H -1.501 -1.130 5.168 -0.005 -0.011 -0.024 0.000
H -0.146 -1.774 7.128 0.000 -0.001 -0.003 0.000
H 2.177 -2.565 6.832 0.002 0.000 -0.008 0.000
H 3.151 -2.723 4.568 -0.002 0.004 -0.001 0.000
N 0.857 1.636 2.538 0.086 0.059 -0.029 0.000
N 1.743 1.246 1.481 -0.022 -0.011 -0.087 -0.011
H 1.373 2.178 3.224 0.009 -0.015 0.025 -0.001
H 0.507 0.796 2.979 -0.099 -0.061 -0.037 0.001
H 2.618 0.840 1.808 0.042 -0.031 0.037 0.003
H 1.982 2.086 0.958 0.032 0.009 -0.056 0.007
O -1.286 2.260 0.002 -0.019 0.026 -0.024 0.003
C -0.479 2.453 -0.873 0.033 -0.109 -0.033 0.000
N 0.659 1.651 -1.069 -0.087 0.072 -0.064 -0.029
S 1.646 2.233 -2.286 -0.020 -0.034 0.134 0.002
O 1.822 1.221 -3.290 0.021 0.005 -0.017 0.002
O 2.820 2.826 -1.711 0.018 0.007 0.003 -0.002
C 0.521 3.485 -2.781 0.055 0.032 -0.097 0.002
C 0.658 4.369 -3.833 -0.034 -0.015 0.034 -0.001
C -0.354 5.306 -3.995 -0.004 0.012 -0.011 0.001
C -1.444 5.349 -3.127 -0.009 0.019 -0.008 0.000
C -1.556 4.455 -2.072 0.043 -0.050 0.012 0.001
C -0.550 3.516 -1.913 -0.058 0.014 0.024 -0.002
H 1.508 4.332 -4.501 -0.001 -0.001 0.004 0.000
H -0.296 6.016 -4.809 0.004 -0.004 0.003 0.000
H -2.213 6.093 -3.282 0.002 -0.004 0.002 0.000
H -2.395 4.474 -1.390 0.000 -0.002 -0.001 0.000
C 4.939 -0.486 -2.506 -0.016 0.003 0.014 0.000
N 3.628 -1.135 -2.455 -0.056 -0.036 0.042 0.003
C 3.221 -2.072 -3.395 -0.042 0.033 0.040 -0.002
C 1.994 -2.609 -3.391 -0.020 0.007 -0.065 0.001
C 0.992 -2.201 -2.402 -0.037 -0.073 0.008 0.008
O -0.133 -2.636 -2.306 0.050 0.052 -0.046 0.014
N 1.479 -1.231 -1.522 0.013 -0.222 0.007 -0.007
C 2.725 -0.768 -1.542 -0.020 0.134 -0.086 -0.009
O 2.938 0.072 -0.597 -0.052 0.062 0.053 -0.019
H 5.280 -0.484 -3.537 0.006 0.002 -0.001 0.000
H 5.656 -1.014 -1.880 0.004 0.010 -0.001 0.000
H 4.831 0.540 -2.163 0.009 0.000 0.001 0.000
H 3.972 -2.332 -4.127 -0.005 -0.020 0.001 0.000
H 1.707 -3.340 -4.130 0.000 0.001 0.004 0.000
```
Forces are in eV/Å.

Calculated M (g/mol), listed in the same order as above: 470.49; 862.88; 479.56; 757.44
Calculated largest force on an atom (Eh/bohr), listed in the same order as above: 0.03582; 0.02624; 0.06267; 0.01023